Formula: C8H10S
Source: OMol25
Level of theory: ωB97M-V/def2-TZVPD

Geometry as XYZ:
```
19
Properties=species:S:1:pos:R:3:mulliken_charge:R:1
C -1.04 0.30 -0.66 0.282
C -2.08 -0.67 -0.66 -0.568
C 0.46 1.46 2.18 -0.677
C 0.64 1.62 0.90 -0.442
C 0.82 -1.27 -1.17 -0.607
C 0.91 -0.96 0.33 -1.022
C 0.29 0.18 -1.36 -0.539
C 0.32 0.39 0.09 0.766
S -3.65 -0.34 -0.50 -0.258
H -1.45 1.39 -0.93 0.309
H -1.82 -1.72 -0.85 0.196
H 0.79 2.12 3.03 0.276
H -0.11 0.55 2.64 0.202
H 1.15 2.42 0.34 0.352
H 1.88 -1.51 -1.57 0.314
H 0.17 -2.23 -1.28 0.187
H 0.24 -1.45 0.92 0.364
H 1.83 -1.08 0.69 0.471
H 0.67 0.81 -2.15 0.393
```

## Properties
SMILES: C=C[C@]12CC[C@H]1[C@H]2C=S
calculated total energy: -19289.0663 eV



Formula: C8H11AlClF5IN5O3
Source: OMol25
Level of theory: ωB97M-V/def2-TZVPD

Geometry as XYZ:
```
35
Properties=species:S:1:pos:R:3:mulliken_charge:R:1
N -2.03 0.66 -0.43 -0.490
C -0.98 1.49 0.10 -0.706
N 0.33 0.78 0.04 0.142
C 0.92 0.34 1.29 -1.377
C 0.75 -1.17 1.57 0.047
O 0.55 -1.35 2.97 -0.468
C 1.66 -1.55 3.70 0.197
O 1.63 -1.78 4.87 -0.415
C 0.80 0.60 -1.17 0.633
N 0.18 1.07 -2.27 -0.415
C 0.90 0.69 -3.30 0.495
Cl 0.50 1.01 -4.89 -0.096
N 1.99 0.00 -2.93 -0.888
I 3.37 -0.82 -4.21 0.399
N 1.96 -0.06 -1.55 0.704
C 2.99 -0.79 -0.86 -0.835
C 2.85 -2.30 -0.98 0.789
O 3.71 -3.07 -0.84 -0.471
F 1.60 -2.66 -1.29 -0.231
H -2.79 0.59 0.24 0.240
H -2.37 1.11 -1.28 0.223
H -0.89 2.44 -0.42 0.428
H -1.20 1.72 1.14 0.405
H 0.41 0.84 2.11 0.517
H 1.96 0.67 1.36 0.482
H 1.63 -1.75 1.30 0.258
H -0.14 -1.50 1.06 0.340
H 2.61 -1.49 3.15 0.303
H 3.09 -0.48 0.17 0.416
H 3.94 -0.56 -1.34 0.406
F -5.40 2.85 -0.21 -0.405
Al -6.01 1.47 0.54 0.591
F -4.66 0.55 1.06 -0.446
F -6.90 0.56 -0.56 -0.387
F -6.96 1.90 1.87 -0.385
```

## Properties
calculated total energy: -62880.2464 eV



Formula: C8H11BrClN2O2
Source: OMol25
Level of theory: ωB97M-V/def2-TZVPD

Geometry as XYZ:
```
25
Properties=species:S:1:pos:R:3:mulliken_charge:R:1
C 2.74 -0.66 -0.22 0.157
C 1.54 0.08 0.07 0.507
C 1.01 -1.50 -1.42 0.030
C 4.07 -0.54 0.43 -1.207
C -3.43 1.51 0.25 -1.543
C -1.68 0.24 1.54 -1.305
C -1.97 1.02 0.26 0.440
C -1.67 0.17 -0.95 0.304
N 2.38 -1.65 -1.09 -0.074
N 0.54 -0.49 -0.68 0.059
O 1.42 1.02 0.87 -0.761
O 0.45 -2.24 -2.22 -0.695
Cl -2.53 -1.31 -1.08 -0.184
Br -1.64 1.15 -2.58 -0.177
H 4.76 0.04 -0.18 0.248
H 4.51 -1.52 0.61 0.359
H 3.94 -0.02 1.38 0.276
H -3.64 2.07 -0.65 0.379
H -4.11 0.67 0.31 0.309
H -3.60 2.17 1.11 0.430
H -2.20 -0.71 1.55 0.327
H -0.61 0.07 1.61 0.201
H -2.00 0.82 2.40 0.403
H -1.30 1.88 0.21 0.317
H 3.02 -2.28 -1.54 0.200
```

## Properties
charge: -1
calculated total energy: -98114.7371 eV



> Look up the calculated total energy of the third one.

-98114.7371 eV



> Number 3 is which compound?

C8H11BrClN2O2



What did the third record say?
Formula: C8H11BrClN2O2
Source: OMol25
Level of theory: ωB97M-V/def2-TZVPD

Geometry as XYZ:
```
25
Properties=species:S:1:pos:R:3:mulliken_charge:R:1
C 2.74 -0.66 -0.22 0.157
C 1.54 0.08 0.07 0.507
C 1.01 -1.50 -1.42 0.030
C 4.07 -0.54 0.43 -1.207
C -3.43 1.51 0.25 -1.543
C -1.68 0.24 1.54 -1.305
C -1.97 1.02 0.26 0.440
C -1.67 0.17 -0.95 0.304
N 2.38 -1.65 -1.09 -0.074
N 0.54 -0.49 -0.68 0.059
O 1.42 1.02 0.87 -0.761
O 0.45 -2.24 -2.22 -0.695
Cl -2.53 -1.31 -1.08 -0.184
Br -1.64 1.15 -2.58 -0.177
H 4.76 0.04 -0.18 0.248
H 4.51 -1.52 0.61 0.359
H 3.94 -0.02 1.38 0.276
H -3.64 2.07 -0.65 0.379
H -4.11 0.67 0.31 0.309
H -3.60 2.17 1.11 0.430
H -2.20 -0.71 1.55 0.327
H -0.61 0.07 1.61 0.201
H -2.00 0.82 2.40 0.403
H -1.30 1.88 0.21 0.317
H 3.02 -2.28 -1.54 0.200
```

## Properties
charge: -1
calculated total energy: -98114.7371 eV



> Look up the calculated total energy of the first one.

-19289.0663 eV